21
Properties=species:S:1:pos:R:3:nbo_charge:R:1 method="wB97M-V/def2-TZVPD" e_above_lowest_ev=2.8121 homo_lumo_gap_ev="7.72 / 7.42" mol_weight_g_mol=124.19 max_force_ev_per_a=1.32 energy_ha=-383.319873
N 0.19514 -0.58464 0.15999 -0.399
N 0.67234 -3.01615 -0.14495 -0.334
C -0.82552 -0.15486 0.93482 0.160
C 0.42436 -1.90168 -0.02887 0.438
C -0.93789 1.29071 1.24147 -0.655
C 0.91014 0.15713 -0.74273 0.119
C 0.23124 1.24782 -1.50581 -0.656
C -1.84797 -1.12741 1.42767 -0.657
C 2.29186 -0.25867 -1.13646 -0.658
H -2.76452 -1.07909 0.82437 0.215
H 2.73470 -0.93730 -0.40820 0.228
H 0.29423 2.24064 -1.04372 0.211
H -0.82907 1.00435 -1.63564 0.215
H 0.69303 1.32239 -2.49100 0.222
H -1.52313 1.86226 0.52618 0.214
H -1.41343 1.40856 2.21631 0.222
H -2.12714 -0.90348 2.45555 0.221
H -1.48254 -2.15323 1.39934 0.233
H 2.30122 -0.76030 -2.11042 0.214
H 0.06920 1.72208 1.28139 0.225
H 2.93375 0.62087 -1.21929 0.223